1.
Formula: C6H11N2OS
Source: the Open Molecules 2025 dataset
Level of theory: ωB97M-V/def2-TZVPD

As for the charge: +1. The total energy comes out at -817.7837 Ha. The HOMO-LUMO gap (spin up / spin down) comes out at 6.5 / 6.5 eV. The max |F| comes out at 5.10 eV Å⁻¹. As for the spin multiplicity: 1. The molar mass is 159.234 g mol⁻¹. The HOMO energy (spin up / spin down) is -10.63 / -10.63 eV. The energy relative to the best compared isomer or geometry (same formula, charge and spin) is 82.29 kcal/mol.

Last column: natural (NBO) charge in e.
CARTESIAN COORDINATES (ANGSTROEM)
C 1.91448 0.39358 1.13962  -0.484
C 2.45754 -0.23493 -1.11704  -0.159
C 0.95374 0.83103 0.27002  0.150
C -1.16173 -2.16395 -0.28064  -0.251
C -1.62050 -0.30614 1.13922  0.051
C -0.28357 1.50374 0.42097  -0.122
N 1.26043 0.40343 -1.02391  -0.502
N -0.95635 2.11729 -0.58554  -0.783
O -1.89306 -0.95877 0.01091  -0.489
S 3.22668 -0.40823 0.33396  0.678
H 1.61609 0.43371 2.15522  0.275
H 2.78322 -0.56477 -2.07480  0.265
H -1.69170 -2.66671 -1.06928  0.221
H -0.88678 -2.79316 0.54633  0.199
H -0.23163 -1.76905 -0.70917  0.164
H -2.30167 0.41259 1.41743  0.188
H -0.98649 -0.89574 1.90879  0.178
H -0.26910 2.08440 1.37180  0.224
H -1.89865 2.27441 -0.40351  0.392
H -0.92307 1.54187 -1.47694  0.347
H 0.89214 0.76539 -1.97343  0.457

Cartesian forces, eV/Å:
-0.2 0.0 -0.6
-1.4 0.5 0.1
-0.5 -0.4 -2.4
1.1 1.7 -1.0
4.3 -1.1 -0.6
-0.5 -1.2 4.9
1.8 0.3 -2.4
1.5 -1.2 -4.0
-0.9 -0.4 0.6
-1.1 0.2 0.7
1.0 -0.1 1.1
0.6 -0.2 -0.4
-0.3 -0.3 0.0
-0.5 -0.1 0.7
0.1 -0.6 0.0
-1.7 1.1 0.7
-1.2 1.2 -1.1
-0.3 -0.4 -0.7
-1.8 0.6 0.5
-0.4 1.1 1.4
0.3 -0.7 2.5



2.
Formula: C6H11N3
Source: the Open Molecules 2025 dataset
Level of theory: ωB97M-V/def2-TZVPD

As for the charge: 0. The total energy comes out at -399.3560 Ha. The HOMO-LUMO gap comes out at 7.3 eV. The max |F| comes out at 1.81 eV Å⁻¹. As for the spin multiplicity: 1. The molar mass is 125.175 g mol⁻¹. The HOMO energy is -6.41 eV. The energy relative to the best compared isomer or geometry (same formula, charge and spin) is 87.36 kcal/mol.

Last column: natural (NBO) charge in e.
CARTESIAN COORDINATES (ANGSTROEM)
C -2.15216 -1.20440 0.67329  -0.653
C -0.24113 0.03578 -0.41165  0.030
C 0.78925 1.21704 -0.36282  -0.060
C -1.00003 -0.24899 0.70069  0.219
N -0.61576 -0.48941 -1.68371  -0.840
N 0.89059 2.08130 -1.46453  -0.833
N -0.62036 0.21350 1.93062  -0.792
C 2.50148 -0.63642 0.39432  -0.595
C 1.59073 0.20256 -0.06625  0.134
H -0.33185 0.13328 -2.43499  0.379
H -0.22424 -1.40695 -1.85722  0.360
H 0.35625 2.93055 -1.36144  0.377
H 1.83883 2.25385 -1.77432  0.374
H 0.08809 0.94049 1.90924  0.399
H -1.33824 0.30857 2.63202  0.380
H -2.92018 -0.90241 1.39287  0.208
H -1.82492 -2.21700 0.94132  0.221
H -2.59596 -1.23751 -0.31977  0.245
H 3.29842 -0.29002 1.03963  0.229
H 2.51118 -1.68382 0.12268  0.217

Cartesian forces, eV/Å:
0.0 -0.1 0.0
-1.6 0.5 0.6
0.2 -1.4 -0.4
0.3 0.0 -0.7
0.2 0.0 0.0
0.0 0.0 0.0
0.2 0.1 0.1
0.0 -0.2 -0.1
0.8 0.9 0.1
0.0 0.0 0.2
0.0 0.0 -0.1
0.1 0.0 0.0
-0.1 0.1 0.1
-0.1 -0.1 0.0
0.1 0.0 -0.1
0.1 0.0 0.0
-0.1 0.1 0.0
0.1 0.0 0.0
-0.1 0.1 0.1
0.0 0.0 -0.1



3.
Formula: C6H11N3
Source: the Open Molecules 2025 dataset
Level of theory: ωB97M-V/def2-TZVPD

As for the charge: 0. The total energy comes out at -399.1672 Ha. The HOMO-LUMO gap comes out at 9.3 eV. The max |F| comes out at 11.61 eV Å⁻¹. As for the spin multiplicity: 1. The molar mass is 125.175 g mol⁻¹. The HOMO energy is -8.59 eV. The energy relative to the best compared isomer or geometry (same formula, charge and spin) is 205.82 kcal/mol.

Last column: natural (NBO) charge in e.
CARTESIAN COORDINATES (ANGSTROEM)
C -0.13411 1.41496 2.54222  -0.556
C -0.98234 1.39166 1.15226  -0.245
C 0.51430 -0.20369 -1.61876  0.143
C 0.93402 -0.05811 -3.01546  -0.669
C 0.59760 -1.30166 -0.65628  -0.396
C 0.06227 -0.85178 0.43755  0.339
H -0.39066 2.59158 3.26367  0.228
H -0.17009 0.49236 2.84367  0.181
H 1.06893 1.65800 1.91466  0.182
H -2.08590 1.23135 1.57855  0.204
H -0.66759 2.48581 0.69122  0.252
H 0.78129 -1.15416 -3.58420  0.217
H 2.17060 -0.09919 -2.78514  0.247
H 0.15930 0.77082 -3.70870  0.275
H 1.09427 -1.92382 -1.08493  0.204
H 0.28691 -2.69470 1.72903  0.365
H -1.10821 -1.98127 1.61548  0.353
N -0.47999 0.30836 0.22227  -0.230
N -0.21760 0.79208 -1.09499  -0.294
N -0.31517 -1.63258 1.51236  -0.801

Cartesian forces, eV/Å:
2.8 9.2 -5.3
0.2 1.6 2.2
-3.2 1.4 2.1
0.9 -2.5 -2.4
-1.9 8.2 -2.4
-1.9 -3.0 2.2
0.7 -4.5 -2.2
0.1 -4.7 3.1
-3.3 -0.9 2.7
2.0 0.5 -1.9
-1.7 -3.2 0.6
0.3 2.9 1.4
-3.0 1.2 -1.9
3.3 -2.2 2.4
5.5 -8.9 -3.1
-1.6 4.7 -1.3
-9.4 -2.7 0.4
-1.7 6.0 -0.7
0.8 -1.8 1.5
11.2 -1.4 2.7



Q: Number 3 is which compound?
A: C6H11N3